# 1
16
Properties=species:S:1:pos:R:3:forces:R:3 method="wB97M-V/def2-TZVPD" homo_lumo_gap_ev="6.109 / 8.376" multiplicity=1 relative_energy_kcal_mol=137.04 largest_force_ev_per_a=3.95
C -1.047 -1.398 0.806 2.0 -0.4 3.3
C -0.896 -1.507 -0.618 0.6 -0.4 -1.4
C 1.391 1.606 0.256 0.8 -1.5 -0.4
C 1.972 0.506 -0.707 -3.6 1.4 -0.8
C -0.656 -0.085 -0.007 -3.1 -1.6 -0.3
C 0.696 0.340 0.097 0.2 1.3 -0.7
P -2.612 0.820 -0.022 2.3 -2.5 -1.2
H -2.012 -1.408 1.255 -0.9 0.0 -0.2
H -0.348 -1.819 1.659 -0.8 0.9 -2.3
H -0.127 -2.097 -1.160 0.1 0.8 1.0
H -1.807 -1.703 -1.144 -0.7 0.4 -0.3
H 1.999 1.634 1.126 0.5 0.4 0.8
H 1.071 2.562 -0.077 -0.5 0.6 -0.5
H 1.936 0.598 -1.823 0.1 -0.1 1.2
H 2.724 0.001 -0.242 2.4 -1.3 0.5
H -2.287 1.950 0.603 0.6 1.9 1.0

***

# 2
83
Properties=species:S:1:pos:R:3:forces:R:3 method="wB97M-V/def2-TZVPD" homo_lumo_gap_ev=1.285 total_charge=+1 multiplicity=1 largest_force_ev_per_a=3.47
C -3.638 3.521 -2.282 0.4 -0.2 0.6
C -2.122 3.673 -2.031 -0.9 0.6 0.6
O -1.358 4.129 -3.154 0.4 -0.8 0.3
C -1.448 3.270 -4.242 -0.4 1.7 0.2
N -1.161 1.869 -3.835 0.1 0.0 -2.6
C 0.289 1.627 -4.001 0.6 -1.3 1.0
C 0.680 0.175 -3.664 0.5 0.9 0.3
C 0.222 -0.268 -2.269 0.6 -1.2 -0.4
S 1.255 0.378 -0.956 -1.5 -0.3 0.2
O 0.896 1.694 -0.653 0.4 1.8 -0.3
O 2.740 0.153 -1.249 -1.0 -1.4 1.4
O 0.843 -0.479 0.326 -0.5 0.2 -1.2
S -2.098 0.787 -4.624 -2.6 0.1 2.3
O -3.422 1.230 -4.899 0.8 1.4 -1.7
O -2.140 -0.441 -3.961 2.1 -1.9 0.0
F -1.340 0.479 -6.120 0.6 0.9 1.2
H -4.171 4.175 -1.592 0.0 0.1 0.0
H -3.938 2.505 -2.018 -0.2 -0.1 -0.4
H -3.959 3.808 -3.280 0.1 -0.1 -0.1
H -1.986 4.427 -1.262 0.3 0.2 -0.1
H -1.724 2.757 -1.594 0.2 -0.1 -0.3
H -0.712 3.628 -4.960 0.2 -0.2 0.0
H -2.428 3.398 -4.700 -0.1 -0.7 0.0
H 0.780 2.268 -3.271 -0.1 0.3 -0.1
H 0.671 1.848 -4.995 -0.3 0.3 -0.1
H 1.770 0.138 -3.703 0.1 0.0 -0.1
H 0.344 -0.520 -4.424 -0.2 -0.2 0.2
H 0.345 -1.355 -2.222 0.0 0.0 0.1
H -0.828 -0.070 -2.040 0.1 0.4 0.2
H 0.033 -0.969 0.074 -0.1 -0.1 0.5
B -4.911 -0.639 -2.015 -0.4 -0.3 0.1
F -4.962 -1.759 -1.188 0.2 0.1 0.0
F -6.031 0.173 -1.785 0.3 0.1 -0.1
F -3.716 0.105 -1.740 0.2 0.2 0.0
F -4.889 -1.051 -3.367 0.2 0.2 -0.1
C -8.949 2.494 -2.194 -0.2 -0.2 0.0
Cl -7.263 2.790 -2.672 0.0 -0.1 -0.1
Cl -10.023 3.031 -3.489 0.1 0.0 0.1
Cl -9.178 0.780 -1.901 0.0 0.1 0.0
Cl -9.305 3.406 -0.715 0.0 0.0 0.0
C 6.029 1.641 -0.353 -0.1 0.1 0.1
Cl 6.517 3.173 -1.079 -0.1 0.0 0.0
Cl 7.335 0.450 -0.385 -0.2 -0.1 0.0
H 5.746 1.818 0.680 0.1 0.0 0.0
H 5.186 1.245 -0.910 0.1 0.0 -0.1
C 3.107 1.679 2.773 -0.3 0.2 -0.2
C 2.743 0.947 4.043 -0.2 -0.1 0.1
O 4.006 0.435 4.473 0.0 0.2 -0.2
C 4.982 1.214 3.933 0.0 -0.1 0.2
O 6.126 1.159 4.220 0.1 0.0 0.0
O 4.457 2.069 3.006 -0.1 -0.2 0.1
H 2.477 2.548 2.595 0.2 0.1 0.0
H 3.079 1.031 1.892 0.0 -0.1 0.0
H 2.348 1.613 4.811 0.0 0.0 0.0
H 2.033 0.138 3.879 0.1 -0.1 0.1
O 0.971 -3.681 1.170 0.1 0.2 0.1
H 1.143 -2.739 1.091 0.0 0.0 0.2
H 0.806 -3.811 2.115 -0.1 -0.1 0.0
Na -2.835 -0.348 -7.137 -1.3 -0.6 -0.6
Be -6.603 4.902 -0.984 0.0 0.2 0.1
Br 3.209 -1.570 -0.118 1.5 0.1 -0.9
C 11.020 0.826 0.096 0.1 0.0 -0.1
C 11.918 1.107 -1.023 -0.8 -0.2 1.0
N 12.614 1.327 -1.896 0.7 0.2 -1.0
H 11.487 0.116 0.775 0.0 0.0 0.0
H 10.803 1.744 0.636 0.0 0.0 0.0
H 10.090 0.404 -0.276 0.0 0.0 0.0
C -3.099 -4.385 6.711 -0.1 -0.1 0.0
O -3.438 -5.166 5.577 0.2 0.1 0.0
C -3.325 -4.452 4.357 -0.2 -0.4 0.0
C -2.055 -4.816 3.617 0.0 0.4 -0.1
O -0.896 -4.374 4.322 0.1 -0.2 -0.1
C -0.254 -5.430 5.024 0.1 0.1 0.0
H -3.008 -5.057 7.563 0.0 0.0 0.0
H -2.151 -3.860 6.574 0.0 0.0 0.0
H -3.892 -3.660 6.920 0.1 0.1 0.0
H -3.378 -3.373 4.529 0.1 0.0 0.0
H -4.183 -4.736 3.739 0.0 0.0 0.0
H -2.055 -4.306 2.649 0.0 0.0 0.0
H -2.011 -5.892 3.431 0.0 0.0 0.1
H 0.268 -6.089 4.321 0.0 -0.1 0.1
H -0.965 -6.015 5.609 0.0 0.0 0.0
H 0.478 -4.989 5.699 0.0 0.1 0.0

***

# 3
92
Properties=species:S:1:pos:R:3:forces:R:3 method="wB97M-V/def2-TZVPD" s_squared=0.77 homo_lumo_gap_ev="6.527 / 5.019" total_charge=+1 multiplicity=2 largest_force_ev_per_a=4.37
Co 1.223 0.990 -0.746 -1.5 -3.7 1.8
C 1.206 1.274 5.984 -0.2 0.0 0.1
O 2.530 1.509 5.527 0.1 0.0 0.0
C 2.789 1.372 4.226 0.0 0.0 -0.3
C 4.145 1.520 3.855 0.2 0.0 0.1
C 4.501 1.405 2.550 0.1 0.1 0.1
C 3.563 1.086 1.534 -0.4 0.2 -0.1
C 3.926 0.977 0.166 0.1 0.0 0.3
C 5.280 1.361 -0.347 0.1 -0.2 0.0
O 3.122 0.548 -0.711 -0.2 1.1 -0.7
C 2.198 0.885 1.926 0.3 0.1 -0.2
O 1.260 0.487 1.113 -0.6 0.7 -0.8
C 1.836 1.101 3.265 -0.2 -0.2 0.1
H 1.265 1.244 7.067 0.0 0.0 0.0
H 0.824 0.318 5.618 0.1 0.0 0.0
H 0.534 2.077 5.677 0.0 0.0 0.0
H 4.874 1.727 4.627 0.0 0.0 0.0
H 5.542 1.536 2.293 0.0 0.0 0.0
H 5.966 1.698 0.420 0.0 0.0 0.0
H 5.142 2.162 -1.075 -0.1 0.0 0.0
H 5.717 0.512 -0.876 0.0 0.0 0.0
H 0.787 1.015 3.511 0.0 0.0 0.0
C -3.982 5.913 0.611 0.0 -0.1 -0.1
C -4.558 4.857 -0.329 -0.2 0.3 0.2
C -5.845 4.289 0.252 0.0 -0.1 -0.2
C -6.411 3.207 -0.654 0.0 0.0 0.1
C -5.388 2.120 -0.829 -0.1 0.1 0.0
C -5.770 0.813 -1.029 0.0 0.0 0.0
C -4.805 -0.177 -1.181 0.2 0.1 0.0
F -5.199 -1.446 -1.380 0.0 -0.1 0.0
C -3.473 0.109 -1.133 0.0 -0.1 0.0
C -3.058 1.429 -0.925 0.0 0.0 -0.1
C -1.629 1.717 -0.905 -0.2 0.6 -0.1
O -0.803 0.758 -0.956 1.0 0.1 0.3
C -1.302 3.093 -0.846 0.3 -0.3 0.1
C -2.288 4.025 -0.666 -0.1 0.0 0.0
N -3.593 3.754 -0.577 0.2 0.1 -0.1
C -4.017 2.446 -0.771 0.1 -0.4 0.0
C 0.114 3.620 -0.925 -0.4 0.1 0.1
O 0.318 4.789 -0.672 0.1 0.0 -0.1
O 1.009 2.758 -1.287 1.1 0.4 -0.2
H -4.790 6.572 0.924 0.0 0.0 0.0
H -3.221 6.534 0.144 0.0 0.0 0.0
H -3.557 5.444 1.500 0.0 0.0 0.0
H -4.783 5.319 -1.295 0.0 -0.1 0.0
H -6.559 5.103 0.368 0.0 0.0 0.0
H -5.641 3.873 1.243 0.0 0.0 0.0
H -6.669 3.637 -1.627 0.0 0.0 0.0
H -7.325 2.787 -0.235 0.0 0.0 0.0
H -6.818 0.544 -1.067 0.0 0.0 0.0
H -2.725 -0.657 -1.254 -0.1 0.1 -0.1
H -1.970 5.054 -0.583 -0.1 0.0 0.0
C -1.477 -2.302 -2.788 0.3 0.0 0.2
Si -0.975 -3.062 -1.133 -0.7 0.3 -0.1
C -1.153 -4.932 -1.201 0.5 0.2 0.1
C -1.815 -2.277 0.363 0.3 -0.2 -0.1
Ge 1.252 -1.566 -0.829 0.8 0.2 -0.7
Si 1.969 -2.986 1.105 -0.1 -0.2 0.6
C 1.718 -4.849 0.876 -0.1 0.3 -0.3
C 1.030 -2.483 2.670 0.1 0.1 -0.3
C 3.834 -2.703 1.274 -0.3 0.1 -0.3
Si 2.475 -2.282 -2.903 -0.3 -0.1 0.1
C 2.374 -4.172 -2.932 0.1 0.3 0.0
C 4.261 -1.702 -2.738 -0.3 0.0 0.1
C 1.670 -1.557 -4.451 0.1 -0.1 0.3
H -2.566 -2.298 -2.887 0.0 -0.1 0.1
H -1.073 -2.879 -3.621 0.0 0.0 0.1
H -1.118 -1.275 -2.875 -0.1 0.0 0.0
H -2.214 -5.176 -1.297 -0.1 0.2 0.0
H -0.779 -5.424 -0.305 -0.1 0.0 -0.1
H -0.632 -5.357 -2.059 0.0 0.0 0.0
H -2.900 -2.255 0.233 0.0 -0.1 0.0
H -1.459 -1.252 0.494 -0.1 0.0 0.0
H -1.593 -2.833 1.275 0.0 0.0 0.0
H 0.663 -5.124 0.876 0.1 0.0 0.1
H 2.188 -5.363 1.718 0.0 0.1 0.1
H 2.169 -5.234 -0.039 0.0 0.0 0.0
H 0.265 -3.219 2.925 0.0 0.0 0.0
H 0.542 -1.519 2.537 0.0 0.1 0.0
H 1.716 -2.401 3.516 0.0 0.0 0.0
H 4.388 -3.339 0.581 0.0 0.0 0.0
H 4.161 -2.945 2.288 -0.1 -0.1 0.0
H 4.106 -1.668 1.079 0.1 0.1 0.0
H 2.827 -4.606 -2.038 0.0 0.0 0.0
H 2.906 -4.568 -3.800 0.0 0.0 0.0
H 1.339 -4.516 -2.988 0.0 0.0 0.0
H 4.733 -2.131 -1.852 0.0 0.0 0.0
H 4.296 -0.616 -2.649 0.0 0.0 0.0
H 4.847 -1.996 -3.612 -0.1 -0.1 0.0
H 0.785 -2.120 -4.748 0.0 0.0 0.0
H 2.374 -1.585 -5.286 0.0 0.0 0.0
H 1.376 -0.517 -4.300 0.0 0.0 0.0

***

# 4
61
Properties=species:S:1:pos:R:3:forces:R:3 method="wB97M-V/def2-TZVPD" homo_lumo_gap_ev=3.378 total_charge=-1 multiplicity=1 relative_energy_kcal_mol=7.90 largest_force_ev_per_a=5.64
Pd -0.066 0.332 0.785 0.3 1.7 1.5
C -4.292 -0.648 -1.082 0.7 0.2 0.9
N -4.159 0.393 -0.059 0.7 0.5 0.2
C -5.124 0.764 0.872 0.6 0.3 -0.2
C -4.643 1.840 1.540 0.2 -0.2 -0.6
N -3.379 2.192 1.046 -1.2 -1.6 -0.7
B -2.839 3.540 1.631 -1.5 0.1 1.4
N -1.464 3.985 1.278 0.6 -0.1 -0.7
C -1.110 5.054 0.517 0.8 0.4 -0.8
C 0.238 5.045 0.306 -0.7 -1.0 1.2
N 0.734 3.944 1.040 -1.4 0.7 -0.2
C 2.098 3.492 1.151 -0.5 -1.0 -0.4
C -0.359 3.302 1.592 1.4 -0.4 0.7
S -0.300 1.994 2.655 0.3 -0.7 0.0
C -3.074 1.265 0.065 0.3 0.4 -0.3
S -1.654 1.089 -0.878 -1.5 1.0 -0.3
H -3.434 -0.568 -1.784 -0.7 0.2 0.4
H -5.257 -0.512 -1.548 -0.2 0.0 -0.5
H -4.266 -1.651 -0.625 0.1 0.3 0.0
H -6.048 0.232 0.948 -0.3 -0.1 0.1
H -5.134 2.416 2.306 0.2 0.0 0.0
H -2.966 3.429 2.830 0.4 -0.3 0.2
H -3.686 4.399 1.458 0.2 0.3 -0.9
H -1.870 5.725 0.174 0.0 0.2 -0.2
H 0.866 5.730 -0.195 0.5 0.4 -0.4
H 2.266 2.719 0.380 0.2 0.3 0.1
H 2.250 2.968 2.093 -0.2 0.2 0.2
H 2.786 4.317 1.068 0.2 0.4 -0.2
C 2.268 -1.362 1.378 -0.1 0.3 -0.6
N 2.868 -1.465 0.035 0.8 -0.4 0.7
C 3.908 -2.472 -0.072 -0.5 -0.2 -0.9
C 2.431 -0.679 -0.989 -3.2 2.4 1.2
N 1.258 -0.033 -0.843 3.4 -2.0 -1.3
N 3.284 -0.492 -2.043 1.0 -0.3 -0.8
C 2.833 0.047 -3.312 0.1 -0.8 -0.3
C 4.684 -0.220 -1.787 0.4 0.4 -0.1
H 3.026 -1.568 2.137 0.2 -0.1 -0.1
H 1.452 -2.096 1.455 0.1 0.3 0.3
H 1.869 -0.320 1.516 -0.1 -0.8 0.0
H 3.518 -3.378 0.389 0.1 -0.3 0.0
H 4.840 -2.206 0.443 -0.1 0.1 0.1
H 4.155 -2.702 -1.136 -0.3 0.2 0.8
H 1.153 0.691 -1.545 0.0 -0.1 -0.1
H 2.143 -0.638 -3.822 -0.2 0.1 0.4
H 3.719 0.047 -3.976 -0.4 0.5 0.3
H 2.353 1.026 -3.228 0.3 0.1 -0.2
H 5.029 -0.638 -0.853 -0.2 0.1 0.2
H 4.927 0.870 -1.754 -0.2 -0.5 -0.2
H 5.261 -0.723 -2.566 0.3 0.3 -0.1
C -0.532 -4.958 -0.841 -0.5 1.1 0.6
N -1.059 -3.870 0.046 0.5 -1.1 -1.0
C -1.833 -4.258 1.212 -0.3 -0.5 -0.3
C -0.834 -2.560 -0.192 -1.1 3.3 1.9
O -1.205 -1.614 0.596 0.6 -5.0 -2.6
H -1.358 -5.521 -1.258 -0.3 0.0 -0.4
H 0.001 -5.682 -0.239 0.5 0.0 0.2
H 0.117 -4.569 -1.645 -0.4 0.0 0.5
H -2.910 -3.997 1.091 0.7 0.0 0.2
H -1.400 -3.723 2.050 -0.3 0.0 0.4
H -1.767 -5.362 1.353 0.1 0.8 0.0
H -0.315 -2.363 -1.165 -0.2 0.1 0.7

***

- Which of these has the highest multiplicity?
  C32H47CoFGeNO6Si3